# 1
This record from the OMol25 dataset describes one molecule with the formula C25H27ClN2O7S in a non-equilibrium geometry. The level of theory is wB97M-V/def2-TZVPD.

Each line ends with the Mulliken charge.
Cartesian coordinates (Å):
C (-3.1327, -3.5680, -1.6448)  -0.73
O (-3.8881, -2.4016, -1.8725)  -0.27
C (-5.2691, -2.5314, -1.6166)  -0.68
C (-5.6500, -2.6091, -0.1345)  -0.67
C (-5.2795, -1.3466, 0.6507)  -0.91
N (-3.8523, -1.1399, 0.7013)  0.38
C (-3.0252, -1.9409, 1.4032)  -0.10
O (-3.3633, -2.8706, 2.1049)  -0.68
C (-1.6002, -1.4538, 1.1395)  1.06
O (-0.5952, -1.9356, 1.6108)  -0.67
C (-1.7358, -0.3485, 0.1982)  -0.73
C (-0.7571, 0.2796, -0.4910)  1.25
O (-1.1070, 1.1590, -1.4544)  -0.49
C (0.6809, 0.0337, -0.2912)  0.16
C (1.2483, 0.0556, 0.9808)  -0.64
C (2.6061, -0.1653, 1.1323)  -0.43
C (3.3867, -0.4041, 0.0180)  -0.09
S (5.1521, -0.6600, 0.1748)  1.48
O (5.5521, -1.7390, -0.6766)  -0.76
O (5.4900, -0.7150, 1.5689)  -0.68
N (5.6761, 0.7687, -0.5476)  0.00
C (5.6883, 1.9118, 0.3452)  -0.67
C (6.9818, 1.9592, 1.1660)  -0.51
O (8.1152, 1.9196, 0.3261)  -0.42
C (8.1265, 0.7456, -0.4567)  -0.45
C (6.8842, 0.6729, -1.3467)  -0.75
C (2.8418, -0.4246, -1.2512)  -1.08
C (1.4875, -0.1986, -1.4079)  -0.47
C (-3.2028, -0.0901, -0.0472)  -0.60
C (-3.5921, 1.2833, 0.4558)  0.41
C (-3.6286, 1.5391, 1.8212)  -0.37
C (-3.9663, 2.7977, 2.2844)  -0.89
C (-4.2621, 3.8172, 1.3955)  -0.45
C (-4.2163, 3.5567, 0.0358)  -0.09
Cl (-4.5787, 4.8193, -1.0883)  -0.22
C (-3.8884, 2.2982, -0.4412)  -0.08
H (-3.5413, -4.4153, -2.2080)  0.34
H (-2.1252, -3.3519, -1.9959)  0.20
H (-3.0877, -3.8342, -0.5845)  0.31
H (-5.6597, -3.4217, -2.1322)  0.43
H (-5.7221, -1.6425, -2.0670)  0.29
H (-5.1607, -3.4625, 0.3357)  0.33
H (-6.7283, -2.7586, -0.0684)  0.47
H (-5.7349, -0.4614, 0.2015)  0.38
H (-5.6463, -1.4574, 1.6766)  0.41
H (-0.3205, 1.5292, -1.8779)  0.44
H (0.6293, 0.2512, 1.8404)  0.49
H (3.0714, -0.1691, 2.1052)  0.55
H (4.8231, 1.8316, 1.0036)  0.33
H (5.5991, 2.8146, -0.2684)  0.40
H (7.0513, 2.8929, 1.7264)  0.38
H (6.9924, 1.1063, 1.8582)  0.33
H (9.0371, 0.7880, -1.0564)  0.38
H (8.1501, -0.1421, 0.1932)  0.32
H (6.8463, -0.2777, -1.8769)  0.44
H (6.8805, 1.5025, -2.0609)  0.36
H (3.4841, -0.6289, -2.0923)  0.44
H (1.0462, -0.2409, -2.3945)  0.55
H (-3.4389, -0.1794, -1.1144)  0.54
H (-3.3959, 0.7484, 2.5192)  0.39
H (-3.9981, 2.9906, 3.3458)  0.41
H (-4.5246, 4.8012, 1.7502)  0.45
H (-3.8538, 2.1125, -1.5031)  0.49

Calculated values
frontier orbital gap: 8.399 eV
HOMO level: -9.073 eV
net charge: 0
SMILES: COCCCN1C(=O)C(=O)/C(=C(/O)c2ccc(S(=O)(=O)N3CCOCC3)cc2)[C@@H]1c1cccc(Cl)c1

---

# 2
This record from the OMol25 dataset describes one molecule with the formula C25H27FN2O4. The level of theory is wB97M-V/def2-TZVPD.

Each line ends with the Mulliken charge.
Cartesian coordinates (Å):
C (-0.9429, -5.0865, 0.8235)  -0.62
C (-2.0301, -4.8828, 1.5420)  -0.20
C (-3.2497, -4.1408, 1.0710)  -0.56
O (-3.1232, -3.5239, -0.1901)  -0.48
C (-2.3634, -2.4033, -0.3065)  0.65
C (-2.3323, -1.8247, -1.5761)  -0.82
C (-1.6043, -0.6762, -1.8052)  -0.61
C (-0.8875, -0.0780, -0.7777)  1.10
C (-0.1088, 1.1982, -1.0034)  -1.18
C (1.3218, 1.0804, -0.5380)  -0.59
C (2.1697, 0.1379, -1.0086)  0.87
O (1.7194, -0.7294, -1.9424)  -0.50
C (3.5598, -0.0247, -0.5556)  0.15
C (4.0124, -1.2981, -0.2104)  -0.42
C (5.3146, -1.4914, 0.2090)  -0.78
C (6.1621, -0.3990, 0.2619)  0.37
F (7.4345, -0.5832, 0.6583)  -0.32
C (5.7425, 0.8724, -0.0905)  -0.71
C (4.4360, 1.0567, -0.4975)  -0.29
C (1.5420, 2.0109, 0.5622)  0.97
O (2.5349, 2.1699, 1.2367)  -0.66
C (0.2243, 2.7678, 0.7303)  0.27
O (-0.0177, 3.6504, 1.5241)  -0.67
N (-0.6256, 2.2905, -0.2047)  0.35
C (-1.9867, 2.7540, -0.3344)  -1.21
C (-2.8870, 2.2152, 0.7829)  -0.15
C (-4.3571, 2.6174, 0.6109)  -1.04
N (-5.1878, 1.4999, 0.1896)  0.04
C (-6.5946, 1.8109, 0.3364)  -1.03
C (-4.8952, 1.0650, -1.1596)  -0.68
C (-0.9113, -0.6603, 0.4815)  -0.97
C (-1.6385, -1.8110, 0.7237)  -0.36
H (-0.8514, -4.7124, -0.1828)  0.22
H (-0.1025, -5.6354, 1.2111)  0.29
H (-2.1178, -5.2674, 2.5493)  0.34
H (-3.5579, -3.4077, 1.8308)  0.36
H (-4.0726, -4.8551, 0.9466)  0.40
H (-2.8948, -2.2943, -2.3674)  0.49
H (-1.5902, -0.2423, -2.7945)  0.43
H (-0.1537, 1.4601, -2.0705)  0.40
H (2.4188, -1.3500, -2.1893)  0.39
H (3.3316, -2.1383, -0.2330)  0.50
H (5.6742, -2.4668, 0.4957)  0.43
H (6.4338, 1.6978, -0.0383)  0.43
H (4.0941, 2.0382, -0.7804)  0.46
H (-1.9710, 3.8474, -0.2767)  0.45
H (-2.3541, 2.4527, -1.3172)  0.39
H (-2.8262, 1.1273, 0.8217)  -0.01
H (-2.5034, 2.6064, 1.7253)  0.56
H (-4.4340, 3.4657, -0.0942)  0.42
H (-4.7490, 2.9552, 1.5725)  0.45
H (-7.1818, 0.9338, 0.0683)  0.32
H (-6.9152, 2.6535, -0.2971)  0.38
H (-6.8019, 2.0607, 1.3759)  0.34
H (-5.5541, 0.2357, -1.4134)  0.42
H (-3.8698, 0.7073, -1.2175)  -0.11
H (-5.0406, 1.8663, -1.9034)  0.33
H (-0.3539, -0.2060, 1.2887)  0.51
H (-1.6233, -2.2414, 1.7121)  0.49

Calculated values
frontier orbital gap: 8.221 eV
HOMO level: -8.478 eV
net charge: 0
SMILES: C=CCOc1ccc([C@@H]2/C(=C(\O)c3ccc(F)cc3)C(=O)C(=O)N2CCCN(C)C)cc1

---

# 3
This record from the OMol25 dataset describes one molecule with the formula C25H27N3O2. The level of theory is wB97M-V/def2-TZVPD.

Each line ends with the Mulliken charge.
Cartesian coordinates (Å):
C (6.8802, -1.7449, -4.3602)  -0.81
O (5.7592, -1.0233, -4.8127)  -0.44
C (4.5201, -1.4820, -4.4881)  0.73
C (3.4447, -0.7506, -4.9970)  -0.61
C (2.1482, -1.1444, -4.7365)  -0.68
C (1.8929, -2.2554, -3.9503)  -0.12
C (2.9580, -2.9733, -3.4226)  -0.25
C (2.7433, -4.2173, -2.6288)  0.03
O (3.3688, -5.2394, -2.8470)  -0.67
N (1.7791, -4.1908, -1.6706)  -0.08
C (1.0911, -3.0988, -1.1179)  -0.02
C (-0.2232, -3.2675, -0.6944)  -0.87
C (-0.9314, -2.2231, -0.1390)  -0.59
C (-0.3459, -0.9605, 0.0260)  0.82
N (-1.0408, 0.0852, 0.5733)  0.32
C (-0.6174, 1.4564, 0.4039)  -0.80
C (-1.8480, 2.3663, 0.4525)  -1.20
N (-2.5539, 2.3063, 1.7222)  0.15
C (-2.2274, 3.3779, 2.6459)  -0.82
C (-3.1974, 3.3971, 3.7973)  0.43
C (-4.5638, 3.3819, 3.5431)  -0.24
C (-5.4713, 3.3998, 4.5854)  -0.58
C (-5.0237, 3.4391, 5.8962)  -0.39
C (-3.6653, 3.4565, 6.1571)  -0.59
C (-2.7571, 3.4320, 5.1119)  -0.45
C (-2.4114, 1.0028, 2.3540)  -0.90
C (-2.2661, -0.1042, 1.3164)  -1.15
C (0.9885, -0.8115, -0.3782)  -0.53
C (1.6929, -1.8583, -0.9323)  -0.37
C (4.2681, -2.6012, -3.7056)  -0.13
H (6.9328, -1.7615, -3.2667)  0.33
H (6.8763, -2.7716, -4.7387)  0.34
H (7.7479, -1.2180, -4.7540)  0.23
H (3.6564, 0.1151, -5.6045)  0.44
H (1.3262, -0.5807, -5.1518)  0.41
H (0.8774, -2.5651, -3.7577)  0.46
H (1.5638, -5.0985, -1.2756)  0.26
H (-0.7005, -4.2297, -0.8148)  0.38
H (-1.9564, -2.3899, 0.1504)  0.39
H (-0.1274, 1.5696, -0.5671)  0.70
H (0.0964, 1.7568, 1.1868)  0.28
H (-1.5512, 3.3963, 0.2476)  0.48
H (-2.5406, 2.0548, -0.3384)  0.31
H (-1.1956, 3.2959, 3.0348)  0.36
H (-2.3112, 4.3243, 2.1015)  0.42
H (-4.9020, 3.3464, 2.5186)  0.37
H (-6.5313, 3.3855, 4.3775)  0.38
H (-5.7323, 3.4558, 6.7112)  0.37
H (-3.3099, 3.4863, 7.1768)  0.37
H (-1.6965, 3.4427, 5.3226)  0.34
H (-1.5312, 0.9743, 3.0202)  0.36
H (-3.2977, 0.8188, 2.9685)  0.50
H (-3.1463, -0.1061, 0.6575)  0.27
H (-2.2232, -1.0635, 1.8385)  0.68
H (1.4962, 0.1284, -0.2327)  0.43
H (2.7249, -1.7144, -1.2118)  0.46
H (5.0641, -3.2069, -3.3021)  0.48

Calculated values
frontier orbital gap: 7.962 eV
HOMO level: -7.333 eV
net charge: 0
SMILES: COc1cccc(C(=O)Nc2ccc(N3CCN(Cc4ccccc4)CC3)cc2)c1

---

# 4
This record from the OMol25 dataset describes one molecule with the formula C25H27N3O6 in a non-equilibrium geometry. The level of theory is wB97M-V/def2-TZVPD.

Each line ends with the Mulliken charge.
Cartesian coordinates (Å):
C (-4.9827, -2.4595, 0.0937)  -1.51
C (-3.8093, -1.8350, -0.6437)  0.03
O (-2.7007, -1.8406, 0.2429)  -0.50
C (-1.5708, -1.2045, -0.1263)  0.68
C (-1.3047, -0.7033, -1.3896)  -0.37
C (-0.1065, -0.0570, -1.6596)  -1.17
C (0.8420, 0.1038, -0.6694)  0.79
C (2.1367, 0.8346, -0.9389)  -0.06
C (3.3018, 0.2960, -0.1444)  -0.98
C (3.7207, -1.1061, -0.0916)  0.17
O (4.4761, -1.5230, 0.7693)  -0.67
C (3.1620, -2.0283, -1.0865)  0.11
C (3.2034, -3.4041, -1.0655)  -0.38
C (2.5269, -3.8393, -2.2203)  -0.71
C (2.1302, -2.7047, -2.8665)  -0.43
O (2.5071, -1.6130, -2.1959)  -0.21
C (3.8038, 1.2997, 0.6148)  0.50
O (4.8160, 1.3360, 1.4666)  -0.59
C (3.0295, 2.5459, 0.3638)  0.78
O (3.2679, 3.6195, 0.8922)  -0.75
N (2.0619, 2.2276, -0.5129)  0.37
C (1.1309, 3.1686, -1.0904)  -0.76
C (0.3201, 3.9079, -0.0216)  -1.33
C (-0.6809, 3.0168, 0.7061)  -0.11
N (-1.7883, 2.5818, -0.1155)  0.40
C (-2.1601, 2.9984, -1.3628)  -0.05
C (-3.2836, 2.2914, -1.6808)  -1.00
N (-3.6120, 1.4598, -0.6600)  -0.51
C (-2.7045, 1.6576, 0.2566)  -0.48
C (0.5887, -0.3984, 0.6072)  -0.60
C (-0.5902, -1.0620, 0.8880)  0.56
O (-0.9135, -1.5932, 2.0929)  -0.50
C (0.0570, -1.5963, 3.1218)  -0.21
C (-0.5201, -2.3758, 4.2927)  -1.49
H (-4.7348, -3.4709, 0.4044)  0.35
H (-5.8532, -2.4862, -0.5553)  0.41
H (-5.2146, -1.8716, 0.9768)  0.33
H (-4.0428, -0.8007, -0.9287)  0.21
H (-3.5719, -2.4207, -1.5432)  0.30
H (-2.0333, -0.8047, -2.1766)  0.47
H (0.0809, 0.3086, -2.6587)  0.54
H (2.3471, 0.8048, -2.0159)  0.38
H (3.6619, -4.0031, -0.3061)  0.59
H (2.3593, -4.8498, -2.5311)  0.49
H (1.5937, -2.5564, -3.7833)  0.51
H (4.8865, 2.2519, 1.7962)  0.32
H (0.4721, 2.6093, -1.7564)  0.48
H (1.6904, 3.9078, -1.6768)  0.36
H (-0.1972, 4.7499, -0.4827)  0.45
H (1.0187, 4.3113, 0.7124)  0.62
H (-1.0834, 3.5664, 1.5661)  0.45
H (-0.1717, 2.1232, 1.0841)  0.03
H (-1.6342, 3.7474, -1.9157)  0.46
H (-3.8740, 2.3317, -2.5741)  0.45
H (-2.6725, 1.1540, 1.2018)  0.58
H (1.3372, -0.2698, 1.3732)  0.53
H (0.2869, -0.5658, 3.4299)  0.31
H (0.9834, -2.0692, 2.7679)  0.31
H (-0.7468, -3.3918, 3.9828)  0.33
H (-1.4385, -1.9064, 4.6339)  0.33
H (0.1961, -2.4006, 5.1089)  0.42

Calculated values
frontier orbital gap: 7.710 eV
HOMO level: -8.008 eV
net charge: 0
SMILES: CCOc1ccc([C@@H]2C(C(=O)c3ccco3)=C(O)C(=O)N2CCCn2ccnc2)cc1OCC

---

> What is the formula in the third record?

C25H27N3O2